Entry 1:
The following is a quantum chemistry calculation of C4H3N3O as an isolated structure in a non-equilibrium geometry, from OMol25.

**E_tot**: -10709.266 eV
**E_HOMO**: -9.54 eV
**Total charge**: 0
**Energy relative to the best compared isomer or geometry (same formula, charge and spin)**: 101.12 kcal/mol

Cartesian coordinates (Å):
C 1.737949 -0.760583 -0.498155
C 0.980969 -1.222022 0.697906
C -0.014593 -0.441768 0.620263
C -1.036145 1.160648 -0.577201
H 2.606589 -1.560449 -0.871839
H 1.432608 -1.897629 1.326805
H -1.028196 2.019177 -1.145138
N -1.878164 0.912759 0.240172
N 0.212529 0.457049 -0.375038
N 1.137332 -0.020464 -1.277880
O -1.165245 -0.053020 1.140315

Atoms 1-6, force components in eV/Å:
C 4.694 -8.808 1.298
C 4.898 -1.353 -1.443
C -3.994 4.937 -0.096
C 6.308 -0.430 -2.683
H -2.002 2.756 0.773
H 0.102 -1.453 1.464


Entry 2:
The following is a quantum chemistry calculation of a 16-piece molecular cluster, C3H39O16 overall in a non-equilibrium geometry, from OMol25.

**E_tot**: -36484.388 eV
**E_HOMO (alpha / beta)**: -14.39 / -14.39 eV
**Spin multiplicity**: 2
**Total charge**: +2

Cartesian coordinates (Å):
O -0.928192 3.636302 -1.101948
H -1.863858 3.758015 -1.278925
H -0.830084 2.803265 -0.635018
H -0.364984 3.745149 -1.871714
O 1.104627 2.443361 2.723528
H 1.951735 2.005855 2.611275
H 0.699685 2.093399 3.520488
H 0.488379 2.201892 2.028159
C 0.953160 -0.298626 -0.623198
C -0.198639 0.232091 0.282863
C -0.244560 -0.852065 1.413733
O -0.184326 1.584605 0.559508
H 1.020917 -1.386029 -0.590639
H 1.947622 -0.057501 -0.247691
H 0.827053 0.145929 -1.610401
H -1.012188 0.059363 -0.421689
H -1.168322 -0.714555 1.975753
H 0.641978 -0.815418 2.046829
H -0.249850 -1.817960 0.908645
O 2.445910 2.554774 -1.079835
H 2.593222 3.065400 -0.283720
H 1.987753 1.769643 -0.780020
O 0.345507 -1.839985 -3.633743
H -0.178476 -1.167752 -4.069394
H -0.214372 -2.616362 -3.631066
O -3.188880 -0.231448 -3.103148
H -4.114935 -0.375691 -3.297693
H -3.118355 -0.366266 -2.158115
O 2.974023 0.900520 2.528314
H 3.926037 0.997226 2.504861
H 2.826805 0.094236 3.022739
O -0.822281 -4.365780 0.633435
H -1.704176 -4.666728 0.414524
H -0.953659 -3.727448 1.334516
O 0.637233 -4.601384 -2.543289
H 0.360821 -3.978158 -1.871409
H 0.679092 -5.442295 -2.087938
O -4.265594 0.611441 0.962996
H -4.616911 0.104977 0.230661
H -3.919623 -0.046677 1.565839
O 0.170687 1.218354 4.798739
H -0.077760 0.401261 4.366481
H -0.291429 1.196703 5.636722
O 4.157642 1.235884 -2.808301
H 3.505031 1.409847 -2.130028
H 4.076385 0.298607 -2.984767
O -0.990266 0.587828 -4.343693
H -0.888621 1.292406 -3.703797
H -1.922921 0.373872 -4.318953
O -1.822022 2.137370 2.750990
H -1.843128 1.941214 1.814345
H -2.572756 1.665818 3.111915
O -1.049863 -1.384589 4.361358
H -1.123446 -2.328554 4.220876
H -1.954711 -1.082378 4.439801
O 2.918285 -1.120094 -3.305987
H 3.246084 -1.654956 -2.582999
H 2.193513 -1.627907 -3.670775

Atoms 1-6, force components in eV/Å:
O -0.547 1.098 0.221
H -0.827 0.592 -0.470
H 1.061 -1.782 1.151
H 0.694 0.089 -0.778
O -0.977 2.323 -0.205
H 1.966 -1.207 -0.232


Entry 3:
The following is a quantum chemistry calculation of C18H22MnN4O3S as an isolated structure in a non-equilibrium geometry, from OMol25.

**E_tot**: -73281.115 eV
**E_HOMO (alpha / beta)**: -7.66 / -7.63 eV
**Spin multiplicity**: 2
**Total charge**: 0
**Energy relative to the best compared isomer or geometry (same formula, charge and spin)**: 0.00 kcal/mol

Cartesian coordinates (Å):
Mn -0.333665 0.506064 -0.788861
C -1.213120 -1.760935 -4.328259
O -1.775972 -2.883858 -3.655631
C -2.257352 -2.801330 -2.383520
C -3.187533 -3.767767 -2.050503
C -3.792311 -3.811204 -0.796523
C -3.464794 -2.850133 0.130460
C -2.515101 -1.868714 -0.177321
C -2.195967 -0.925274 0.879613
N -1.371318 0.035025 0.758263
N -1.079225 0.782769 1.921381
C -0.077083 1.560103 1.656166
O 0.541252 1.621452 0.506110
C 0.483908 2.368119 2.776668
C -0.139794 2.364382 4.021879
C 0.397914 3.091775 5.071462
C 1.562464 3.827987 4.885629
C 2.181618 3.839488 3.643544
C 1.641581 3.112341 2.589039
C -1.852651 -1.847159 -1.420949
O -0.871256 -1.012787 -1.725624
H -1.250548 -2.023360 -5.383296
H -0.181512 -1.592958 -4.029653
H -1.789878 -0.853037 -4.152361
H -3.443654 -4.492287 -2.814117
H -4.517805 -4.579757 -0.567463
H -3.931806 -2.839709 1.108461
H -2.671727 -1.049791 1.851526
H -1.045002 1.787818 4.151777
H -0.093210 3.087471 6.036308
H 1.983955 4.392272 5.708604
H 3.083424 4.419602 3.493346
H 2.106222 3.119270 1.612228
N 1.121701 0.942203 -2.252339
C 2.560360 0.951370 -1.925665
C 3.048475 -0.385902 -1.404970
C 2.591926 -0.694410 0.008226
N 1.151911 -0.983926 0.037663
H 0.927848 0.355419 -3.059409
H 0.818061 1.878380 -2.502736
H 2.706538 1.716309 -1.162008
H 3.145027 1.241859 -2.800883
H 4.140274 -0.386973 -1.425609
H 2.728079 -1.188435 -2.081477
H 2.761885 0.171677 0.650294
H 3.176885 -1.524329 0.412111
H 0.840964 -1.104310 0.997038
H 0.940590 -1.845473 -0.457040
S -1.590578 1.900665 -1.561579

Atoms 1-6, force components in eV/Å:
Mn -0.597 1.167 -0.547
C -0.217 -0.082 0.059
O 0.332 -0.047 -0.048
C -0.236 -0.005 -0.002
C -0.095 -0.046 -0.038
C 0.031 0.029 0.013


Entry 4:
The following is a quantum chemistry calculation of a 2-piece molecular cluster, C6H12O overall, from OMol25.

**E_tot**: -8462.406 eV
**E_HOMO**: -9.48 eV
**SMILES**: C=C1CCO[C@@H]1C.[H][H]
**Total charge**: 0
**Energy relative to the best compared isomer or geometry (same formula, charge and spin)**: 44.91 kcal/mol

Cartesian coordinates (Å):
C -0.690385 -1.249091 -1.848017
C -0.804711 -0.594749 -0.480541
O -0.727968 -1.579906 0.554249
C 0.352743 -1.291193 1.431059
C 0.281017 0.413165 -0.153816
C 0.584733 0.213818 1.307629
C 0.894039 1.227850 -1.006051
H -1.443698 -2.036283 -1.950749
H -0.856739 -0.512943 -2.641983
H 0.303098 -1.688423 -1.982723
H -1.789425 -0.109874 -0.390975
H 1.256082 -1.842184 1.126674
H 0.067964 -1.617767 2.435892
H -0.643279 3.496174 1.252768
H 1.588780 0.536769 1.597130
H -0.147841 0.757511 1.918826
H -0.426114 3.090032 0.667755
H 0.629139 1.260338 -2.060268
H 1.686583 1.897549 -0.680360

Atoms 1-6, force components in eV/Å:
C 0.004 0.001 -0.042
C -0.013 0.144 -0.192
O -0.055 -0.073 0.008
C 0.190 0.022 0.204
C 0.103 0.059 -0.119
C 0.022 0.035 0.012


Entry 5:
The following is a quantum chemistry calculation of C16H17Br3F6N2O5PS6SbTi as an isolated structure in a non-equilibrium geometry, from OMol25.

**E_tot**: -360472.127 eV
**E_HOMO**: -7.70 eV
**Total charge**: 0
**Energy relative to the best compared isomer or geometry (same formula, charge and spin)**: 76.79 kcal/mol

Cartesian coordinates (Å):
Ti 0.095030 -0.069392 0.139302
Br 0.339430 4.475738 2.227683
C -1.107017 3.266628 1.967667
Br -1.123452 2.565105 0.126885
H -2.042152 3.791737 2.123385
H -0.986287 2.430215 2.646837
S -0.759513 -3.525987 4.630421
Sb 0.854322 -2.556552 3.421502
S -0.397041 -0.336858 2.478033
S 1.273581 0.736726 2.009737
S 0.626027 -3.569639 1.168633
O 3.232112 -4.433496 -2.573755
C 2.523649 -3.577096 -1.798928
C 2.753254 -3.341382 -0.497798
C 1.848250 -2.455309 0.280425
N 1.084819 -1.506777 -0.514216
C 0.869920 -1.855695 -1.812707
Br -0.353884 -0.659805 -2.705950
C 1.495810 -2.824429 -2.491637
H 3.881776 -4.904600 -2.041447
H 3.483076 -3.895600 0.076153
H 2.391160 -1.901343 1.054498
H 1.292841 -3.021120 -3.531854
C 3.639721 1.006515 -0.042431
P 2.067712 1.218469 -0.969815
C 2.062283 3.048119 -1.038281
C 2.643249 0.765070 -2.644123
C 2.228803 1.469406 -3.771168
C 2.701798 1.117852 -5.024735
C 3.588676 0.060665 -5.164416
C 3.987090 -0.659644 -4.048727
C 3.508997 -0.316055 -2.794727
H 4.458469 1.364433 -0.666291
H 3.805454 -0.037150 0.221439
H 3.582497 1.591744 0.875165
H 3.019173 3.386203 -1.437168
H 1.941724 3.425899 -0.022744
H 1.250230 3.425349 -1.656491
H 1.536696 2.296183 -3.676065
H 2.380198 1.670135 -5.897326
H 3.966693 -0.208129 -6.141045
H 4.673142 -1.489949 -4.146735
H 3.819453 -0.883074 -1.925891
F -4.459189 -0.728617 2.410845
C -3.835252 -0.091863 1.441322
F -4.728136 0.530108 0.680520
F -3.069011 0.860840 1.988552
S -2.800039 -1.245852 0.351975
O -1.714925 -0.314582 -0.072637
O -2.306136 -2.290663 1.170642
N -3.745168 -1.641990 -0.801950
S -4.253856 -0.591296 -1.932514
O -3.415049 0.567646 -2.029848
O -5.663403 -0.425887 -1.919995
C -3.895937 -1.600580 -3.474391
F -3.014830 -2.567369 -3.217497
F -5.006858 -2.151991 -3.940247
F -3.383804 -0.815612 -4.424420

Atoms 1-6, force components in eV/Å:
Ti 2.180 1.858 1.333
Br 0.123 0.226 0.117
C 0.103 -0.224 -0.266
Br -0.340 0.534 0.310
H 0.009 -0.067 -0.179
H -0.020 -0.089 -0.166


Entry 6:
The following is a quantum chemistry calculation of a 2-piece molecular cluster, C5H8N3 overall in a non-equilibrium geometry, from OMol25.

**E_tot**: -9774.192 eV
**E_HOMO**: -12.84 eV
**Total charge**: +1
**Energy relative to the best compared isomer or geometry (same formula, charge and spin)**: 100.32 kcal/mol

Cartesian coordinates (Å):
C 0.095414 1.846636 -2.628791
C -0.112029 -1.939266 -0.582018
C -1.302004 -0.012894 -0.551507
C -0.479416 -0.030363 0.641503
C 0.458944 1.068593 1.093876
N -0.076591 0.989980 -1.940782
N 0.304361 -1.346386 0.481649
N -1.078500 -1.189655 -1.154369
H 0.177876 -2.826834 -0.890283
H 0.262560 2.733121 -3.162936
H -1.162368 0.075642 1.533382
H 1.240324 1.183305 0.363146
H 0.836903 0.778152 2.002257
H -0.312892 1.854465 0.982020
H 0.799455 -1.798482 1.258546
H -1.416357 -1.285199 -2.122278

Atoms 1-6, force components in eV/Å:
C 0.554 3.047 -1.957
C -1.595 4.076 1.609
C -1.070 1.757 0.149
C 0.743 -1.283 1.326
C -1.922 0.684 -3.777
N 0.144 -2.801 2.204


- What is the formula in the third record?
  C18H22MnN4O3S